Density functional theory data (wB97M-V/def2-TZVPD) for a cluster of 13 separate species, C84H192N12O13 in total in a non-equilibrium geometry.

Computed properties:
LUMO level, eV: 0.5
Net charge: 0
Frontier orbital gap, Ha: 0.3170
Spin multiplicity: 1

```
301
Properties=species:S:1:pos:R:3:mulliken_charge:R:1
C -0.49560 -5.49977 -3.16511 -1.63
C -0.16188 -6.07599 -1.79765 2.92
C -1.33709 -6.86467 -1.30768 -1.63
O -2.57826 -6.16776 -1.39186 -0.39
C -2.61370 -5.15129 -0.45019 -0.54
N 0.98274 -7.01240 -1.94519 -0.60
H -1.36015 -4.83134 -3.24194 0.06
H -0.86721 -6.34397 -3.74432 0.67
H 0.39151 -5.09666 -3.63043 0.00
H 0.03283 -5.31892 -1.05937 -1.03
H -1.16525 -7.11545 -0.28688 0.39
H -1.39954 -7.84034 -1.82206 0.41
H -3.64500 -4.84198 -0.38492 0.36
H -2.10981 -4.24199 -0.78133 0.02
H -2.22353 -5.44937 0.50142 0.40
H 1.50551 -6.88516 -2.80164 0.22
H 1.65555 -6.91118 -1.21355 0.49
C -3.70129 2.71795 -5.43928 -1.92
C -3.06430 2.50772 -4.07968 0.25
C -3.81699 1.50719 -3.26097 0.09
O -3.64274 0.23509 -3.85762 -0.18
C -4.34845 -0.79224 -3.25644 -0.29
N -1.61588 2.17345 -4.32569 -0.22
H -3.80200 1.79519 -5.96307 0.32
H -3.27351 3.47491 -6.04021 0.53
H -4.77318 2.97296 -5.30110 0.35
H -3.10624 3.40992 -3.56051 0.11
H -4.90514 1.85881 -3.20265 0.38
H -3.47879 1.46022 -2.23146 -0.05
H -4.22373 -1.65677 -3.89331 -0.04
H -5.43095 -0.57325 -3.27998 0.34
H -3.98782 -1.02084 -2.22184 0.07
H -1.02850 2.03332 -3.51386 -0.47
H -1.60820 1.28826 -4.87159 0.41
C -2.59681 -5.44300 -7.72826 -1.61
C -2.56576 -5.31071 -6.20768 0.76
C -2.83453 -3.87291 -5.85810 0.10
O -1.87433 -3.05446 -6.56402 -0.46
C -1.72409 -1.79534 -5.87624 -0.34
N -3.55594 -6.28893 -5.66928 -0.65
H -2.35472 -6.45145 -8.08136 0.41
H -1.91491 -4.69615 -8.12860 0.32
H -3.56873 -5.16988 -8.12499 0.36
H -1.51129 -5.54450 -5.94573 -0.03
H -2.75206 -3.77354 -4.77825 -0.10
H -3.89015 -3.64109 -6.17622 0.22
H -2.69570 -1.33799 -5.92679 0.43
H -0.95754 -1.21736 -6.41552 0.28
H -1.49172 -1.86319 -4.81040 -0.05
H -4.50970 -6.18507 -5.93142 0.26
H -3.56073 -6.28871 -4.66574 0.24
C 5.78927 1.28454 -4.46008 -0.98
C 5.06077 2.13094 -5.43226 1.35
C 4.02588 2.98509 -4.71208 -1.06
O 2.98564 2.20362 -4.23923 0.09
C 1.76508 2.86631 -3.90699 -0.55
N 5.96409 3.02564 -6.14930 -0.72
H 5.13555 0.57008 -3.98308 -0.26
H 6.15908 1.89495 -3.66266 0.50
H 6.60828 0.79358 -4.96271 0.57
H 4.55664 1.47982 -6.13485 -0.45
H 3.68137 3.71705 -5.48494 0.34
H 4.43862 3.51658 -3.87388 0.14
H 1.45725 3.28002 -4.83579 0.83
H 1.95391 3.67623 -3.23322 0.50
H 1.15167 2.07429 -3.51259 -0.58
H 5.60527 3.36327 -7.04068 0.28
H 6.82251 2.53551 -6.28703 0.26
C -0.99343 -1.83968 -1.89736 -0.38
C -0.61640 -0.39466 -1.97114 2.63
C -0.58572 0.30894 -0.60348 1.26
O -1.77391 -0.19190 0.11735 -0.72
C -1.76114 0.22533 1.48849 0.71
N 0.63684 -0.06363 -2.65552 1.18
H -0.32405 -2.43394 -1.26559 -0.72
H -0.72146 -2.27348 -2.85415 -0.38
H -2.00757 -2.06877 -1.68855 0.52
H -1.44568 0.08630 -2.51969 -1.21
H -0.67489 1.38907 -0.71622 -0.69
H 0.36166 0.14136 -0.05661 -0.52
H -2.34297 -0.52986 2.04978 0.10
H -2.33325 1.13421 1.56014 -0.86
H -0.77513 0.35074 1.87462 0.23
H 0.68932 -0.13112 -3.64869 0.28
H 1.31920 -0.63214 -2.19959 -1.32
C 2.76767 -0.46707 -6.27639 -1.08
O 2.75738 -0.32404 -4.81518 0.70
H 2.61378 -1.53399 -6.42632 0.27
H 1.98487 0.12123 -6.73688 0.38
H 3.74040 -0.20471 -6.70400 0.15
H 2.84450 0.64911 -4.56473 -0.14
C 3.56584 -6.46228 1.88542 -2.00
C 2.12896 -6.08262 2.19355 2.15
C 1.86793 -6.04504 3.73862 -1.76
C 2.30302 -4.73424 4.44580 -0.57
C 1.48398 -3.63333 3.76758 -0.83
C 1.90368 -3.55305 2.25500 2.14
N 1.53044 -4.87922 1.65875 -0.12
O 1.70959 -4.89402 0.23291 1.54
C 1.03137 -2.50084 1.48208 -1.61
C 3.36462 -3.23368 2.02188 -0.23
C 1.31678 -7.22985 1.61465 -1.85
H 3.87391 -6.23667 0.84175 0.29
H 3.77571 -7.49533 2.10550 0.53
H 4.34977 -6.02076 2.48121 0.45
H 0.78095 -6.02158 3.79221 0.52
H 2.09838 -6.99527 4.17524 0.52
H 3.41199 -4.49852 4.51198 0.29
H 2.09300 -4.76800 5.54260 0.41
H 1.66197 -2.64502 4.11858 -0.05
H 0.38593 -3.93970 3.77510 0.32
H 1.25633 -2.45613 0.43841 -0.22
H -0.01312 -2.80823 1.65468 0.75
H 1.15159 -1.54211 1.92254 -0.36
H 3.99157 -4.07253 2.23586 0.14
H 3.65668 -2.95936 1.01254 -0.19
H 3.70450 -2.37010 2.58470 -0.57
H 0.33531 -6.94960 1.12565 -0.15
H 1.04140 -7.84166 2.44312 0.52
H 1.94326 -7.84733 1.00451 0.53
H 2.66178 -4.82472 0.07946 -0.61
C 6.98631 -3.86943 -4.51011 -1.58
C 5.58390 -3.72424 -5.16901 1.34
C 5.21712 -5.02212 -5.89923 -1.32
C 4.62964 -6.03421 -4.93315 -0.89
C 3.42609 -5.43019 -4.26028 -0.41
C 3.89020 -4.19316 -3.45555 1.54
N 4.51053 -3.29473 -4.36815 0.91
O 4.85741 -2.12275 -3.63603 -0.17
C 2.64204 -3.47531 -2.98246 -0.61
C 4.73187 -4.44768 -2.21525 -1.69
C 5.82081 -2.71733 -6.26099 -1.71
H 7.29880 -2.95800 -3.93313 0.05
H 7.71331 -3.96600 -5.30961 0.54
H 7.03875 -4.78103 -3.94071 0.44
H 4.53546 -4.88651 -6.74035 0.33
H 6.19347 -5.30125 -6.26958 0.58
H 5.40873 -6.35573 -4.23010 0.27
H 4.33964 -6.96739 -5.43302 0.48
H 3.01691 -6.11329 -3.52898 -0.31
H 2.67559 -5.13653 -5.00660 0.33
H 2.90777 -2.57772 -2.42572 -0.71
H 2.09074 -3.23490 -3.90111 0.44
H 2.02039 -4.10532 -2.33783 -0.36
H 4.90114 -3.48446 -1.79475 0.29
H 4.12143 -5.03669 -1.57865 0.32
H 5.65442 -4.91283 -2.37544 0.54
H 6.36761 -3.24350 -7.08648 0.49
H 6.40910 -1.83110 -6.06400 0.22
H 4.86038 -2.35438 -6.68828 0.22
H 4.29281 -1.41602 -4.04531 -0.05
C 4.41720 4.70479 1.80680 -1.96
C 4.57297 3.64378 0.65877 1.93
C 6.02670 3.57911 0.15597 -1.71
C 6.29991 2.49567 -0.78260 0.24
C 6.00135 1.18068 -0.13297 -1.50
C 4.53223 1.13874 0.23532 1.29
N 4.23020 2.29014 1.10736 0.15
O 2.91280 2.28700 1.54761 1.69
C 3.65022 0.91676 -1.12350 -0.33
C 4.25078 -0.16182 1.04835 -1.42
C 3.53090 4.14648 -0.37433 -0.87
H 4.81038 5.55825 1.30465 0.61
H 4.94657 4.45025 2.72400 0.30
H 3.39329 4.79744 2.06933 -0.01
H 6.18854 4.59282 -0.20788 0.52
H 6.61406 3.42266 1.05425 0.23
H 7.35755 2.49305 -1.03336 0.45
H 5.74303 2.76301 -1.67114 -0.39
H 6.64775 1.13087 0.73716 0.40
H 6.20130 0.29924 -0.70458 0.49
H 3.97009 1.52145 -1.90340 -0.21
H 3.67337 -0.15948 -1.45589 -0.06
H 2.55335 1.11079 -0.97193 -0.18
H 4.85139 -0.96735 0.67616 0.83
H 4.45171 0.02993 2.11629 -0.06
H 3.24156 -0.54947 1.01031 -0.20
H 2.54449 4.19899 0.04234 -0.01
H 3.51084 3.39080 -1.20641 -0.82
H 3.83324 5.12834 -0.75102 0.97
H 2.23186 2.40906 0.84941 -0.72
C -8.52361 5.36231 -0.73121 -1.86
C -7.56940 4.73802 0.30127 1.50
C -8.45940 4.35369 1.54438 -1.35
C -7.78656 3.33311 2.45104 -0.21
C -7.46493 2.08276 1.60537 -1.11
C -6.43935 2.38395 0.45663 1.52
N -7.07428 3.51980 -0.21801 0.36
O -6.39092 3.75753 -1.43992 -0.32
C -5.05868 2.64289 0.99327 0.03
C -6.37276 1.20144 -0.49676 -1.41
C -6.51874 5.76660 0.74797 -1.86
H -8.92420 6.32539 -0.29766 0.37
H -9.39972 4.62854 -0.85381 0.38
H -8.08978 5.57013 -1.72863 0.45
H -8.63107 5.33190 2.08619 0.43
H -9.45667 4.06165 1.17146 0.32
H -8.48456 3.09297 3.30124 0.42
H -6.94339 3.87108 2.88462 0.18
H -8.35422 1.66394 1.11370 0.52
H -7.04461 1.32287 2.29868 -0.02
H -4.73756 1.61571 1.15995 0.05
H -4.41710 3.08000 0.16246 -0.47
H -4.94192 3.20772 1.90210 0.05
H -5.88760 1.33303 -1.45474 -0.27
H -5.81803 0.31350 -0.08489 0.26
H -7.39374 0.86595 -0.59366 0.61
H -5.76135 5.36557 1.38627 0.27
H -7.11451 6.46841 1.30489 0.51
H -5.97678 6.30108 -0.02910 0.37
H -7.10394 4.01058 -2.07530 0.29
C -6.45866 -0.47999 5.26016 -2.21
C -4.94347 -0.42684 5.20882 1.94
C -4.47664 0.69782 4.30991 -0.43
C -4.69429 2.08158 4.94898 -0.68
C -3.82749 2.02220 6.19878 -0.23
C -4.34936 0.97860 7.16006 1.64
N -4.28186 -0.32869 6.50358 0.41
O -4.83091 -1.27607 7.42267 -0.60
C -3.26360 0.93864 8.22672 -1.81
C -5.71556 1.28271 7.79336 -1.84
C -4.51495 -1.69424 4.43655 -1.75
H -6.83999 -0.83686 4.31695 0.55
H -6.82111 0.45873 5.46678 0.41
H -6.80606 -1.16207 6.03068 0.31
H -3.38657 0.52774 4.18756 -0.61
H -4.96598 0.42369 3.37703 0.46
H -5.76054 2.33625 5.13634 0.24
H -4.32472 2.78409 4.21672 0.26
H -3.86768 3.03482 6.61303 0.69
H -2.76312 1.89292 6.01079 -0.73
H -2.32130 0.65543 7.72672 0.25
H -3.10459 1.94065 8.60319 0.46
H -3.55790 0.30796 9.07104 0.42
H -6.13011 0.32105 8.12564 0.40
H -5.53587 1.80682 8.75723 0.45
H -6.46259 1.76389 7.20466 0.26
H -4.73857 -1.48250 3.39003 0.49
H -4.94527 -2.60702 4.82532 0.52
H -3.44080 -1.91222 4.52045 0.26
H -4.61552 -2.13572 7.03044 0.43
C -0.52364 4.07936 -1.61277 0.62
C -1.04378 4.74940 -0.36164 2.02
C -1.13846 3.62890 0.69183 0.64
C -1.39731 4.13971 2.05202 0.49
C -0.32871 5.10302 2.48562 -0.88
C -0.15391 6.28290 1.44098 1.76
N 0.01918 5.63715 0.13454 1.26
O 0.22976 6.54444 -0.91991 -0.63
C -1.33097 7.32456 1.56340 -1.76
C 1.16121 6.96883 1.74394 -2.36
C -2.46684 5.35735 -0.67391 -1.57
H -0.73464 4.62669 -2.55943 0.50
H -1.02332 3.09382 -1.69988 -1.22
H 0.50389 3.78466 -1.51107 -0.81
H -1.98152 2.97324 0.46341 -0.19
H -0.23768 3.03387 0.57397 -0.60
H -1.53789 3.30337 2.74467 -0.40
H -2.30161 4.71383 2.11909 -0.06
H 0.62790 4.61948 2.67335 -0.58
H -0.68647 5.64185 3.40735 0.64
H -1.19842 8.04599 0.75264 0.37
H -2.31220 6.83121 1.54693 0.16
H -1.17810 7.81367 2.53776 0.50
H 1.98072 6.23963 1.61122 0.50
H 1.34294 7.83434 1.09044 0.42
H 1.22587 7.25269 2.78250 0.44
H -2.97158 4.61106 -1.26572 0.10
H -2.31481 6.29615 -1.22536 0.44
H -2.99695 5.41228 0.24906 -0.11
H 1.18932 6.70672 -1.03240 0.32
C 4.19985 1.96092 4.68931 -1.86
C 3.73427 0.77790 5.59708 2.04
C 3.67953 1.13776 7.08518 -1.58
C 2.47986 2.08046 7.40091 -0.60
C 1.16859 1.41702 7.09220 -1.35
C 1.13216 0.97791 5.60534 3.31
N 2.39782 0.21810 5.23300 -0.39
O 2.34166 0.10043 3.85080 1.96
C 0.03702 -0.05292 5.41283 -2.07
C 0.73452 2.19300 4.73625 -1.48
C 4.68659 -0.38053 5.33971 -1.76
H 4.27922 1.69590 3.63660 0.25
H 5.12898 2.29442 5.09084 0.66
H 3.54862 2.82798 4.80804 0.21
H 3.61490 0.25314 7.66525 0.42
H 4.65978 1.52833 7.33411 0.47
H 2.61137 3.05621 6.91215 0.30
H 2.49033 2.36584 8.46856 0.42
H 0.26509 2.00889 7.24899 0.37
H 1.07208 0.47537 7.62437 0.45
H -0.08885 -0.48175 4.41044 -0.17
H 0.32440 -0.92256 6.03670 0.56
H -0.94593 0.26648 5.70397 0.03
H -0.38512 2.27712 4.70520 -0.28
H 1.19393 3.09357 5.08572 0.49
H 1.01957 2.14466 3.69494 0.09
H 5.73078 -0.10513 5.22885 0.35
H 4.40265 -1.02369 4.52267 0.04
H 4.70801 -1.12693 6.11014 0.50
H 2.57611 0.97481 3.46377 -1.03
```